No. 1
{
  "formula": "C10H20N2O4",
  "method": "ωB97M-V with the def2-TZVPD basis set",
  "species": ["C", "C", "C", "C", "C", "C", "C", "C", "C", "C", "H", "H", "H", "H", "H", "H", "H", "H", "H", "H", "H", "H", "H", "H", "H", "H", "H", "H", "H", "H", "N", "N", "O", "O", "O", "O"],
  "xyz": [[-1.6733, -0.4479, 0.8291], [-2.5568, -0.6360, -0.3514], [-1.3701, -1.8535, 1.4980], [-0.3996, -2.7293, 0.7738], [-2.7373, -2.5650, 1.8494], [1.8316, 1.4095, -1.6343], [0.6400, 0.4881, -1.6050], [3.1029, 0.7691, -1.0486], [3.6711, 1.9207, -0.1666], [2.8133, 3.1275, -0.4194], [-2.1601, 0.3221, 2.5176], [-2.9270, 1.1243, 1.5032], [-0.8274, 0.0940, 0.5688], [-0.8500, -1.5695, 2.4762], [-0.1634, -3.6218, 1.3793], [0.4767, -2.2046, 0.5450], [-0.8426, -3.0900, -0.1937], [-2.6957, -2.9456, 2.7819], [-3.4294, -1.9400, 1.7946], [-2.9889, -3.3061, 1.1986], [-2.8578, -1.3766, -2.0003], [0.8105, 3.2086, -1.0258], [1.9733, 1.6904, -2.7247], [3.7979, 0.5627, -1.8395], [2.9203, -0.1466, -0.4803], [3.7253, 1.7029, 0.9201], [4.6256, 2.2311, -0.4659], [3.2029, 3.6571, -1.3104], [2.8133, 3.8234, 0.3827], [-1.2051, 0.4861, -1.7098], [-2.4681, 0.3535, 1.7300], [1.5307, 2.5364, -0.7020], [-3.6796, -0.1301, -0.4586], [-2.1310, -1.4086, -1.3330], [0.5603, -0.7257, -1.5154], [-0.5325, 1.1897, -1.7635]],
  "homo_energy_ev": -9.0,
  "gap_ev": 9.72,
  "de_lowest_ev": 3.773,
  "smiles": "CC(C)[C@H](N)C(=O)O.O=C(O)[C@@H]1CCCN1"
}

=====

No. 2
{
  "formula": "C22H26N4O4",
  "method": "ωB97M-V with the def2-TZVPD basis set",
  "species": ["C", "C", "C", "C", "C", "C", "C", "C", "O", "N", "C", "H", "H", "C", "N", "C", "C", "C", "N", "C", "H", "C", "O", "C", "C", "H", "H", "H", "H", "H", "H", "H", "C", "C", "C", "H", "H", "N", "O", "O", "H", "C", "H", "H", "C", "H", "H", "H", "H", "H", "H", "H", "H", "H", "H", "H"],
  "xyz": [[-2.7394, 2.7783, 4.4753], [-3.6481, 3.0922, 3.3261], [-4.0856, 4.3879, 3.0868], [-4.9327, 4.6711, 2.0298], [-5.3633, 3.6550, 1.1945], [-4.9351, 2.3582, 1.4171], [-4.0750, 2.0763, 2.4702], [-3.6612, 0.6591, 2.7243], [-4.2403, -0.0658, 3.5098], [-2.5948, 0.2303, 2.0041], [-1.8091, 1.0677, 1.1265], [-1.0937, 1.6693, 1.7051], [-2.4640, 1.7548, 0.5855], [-1.0393, 0.2039, 0.1298], [-0.1308, -0.6773, 0.8290], [1.0141, -1.1515, 0.2563], [1.2468, -1.0294, -1.1139], [2.4129, -1.4930, -1.7309], [2.6330, -1.2921, -3.0639], [3.9022, -0.8350, -3.5856], [4.6715, -0.8557, -2.8163], [3.7529, 0.6181, -4.0675], [2.7150, 0.7728, -5.0067], [1.4822, 0.3529, -4.4714], [1.5711, -1.1112, -4.0251], [0.6236, -1.4628, -3.6202], [1.8222, -1.7199, -4.9024], [0.7444, 0.4765, -5.2658], [1.2088, 0.9927, -3.6162], [4.6656, 0.9462, -4.5664], [3.5625, 1.2658, -3.1955], [4.2104, -1.4818, -4.4128], [3.3541, -2.1738, -0.9176], [3.1495, -2.2387, 0.4648], [2.0197, -1.7422, 1.0514], [1.9112, -1.8017, 2.1206], [3.9067, -2.7275, 1.0589], [4.4258, -2.9379, -1.4371], [5.3167, -3.2705, -0.6686], [4.3952, -3.2796, -2.6109], [0.5098, -0.5432, -1.7299], [-0.5619, -1.1073, 2.1444], [-0.2050, -2.1226, 2.3294], [-0.1594, -0.4484, 2.9267], [-2.0840, -1.1088, 2.2136], [-2.4303, -1.4453, 3.1941], [-2.4893, -1.7923, 1.4574], [-1.7511, -0.3600, -0.4902], [-0.4659, 0.8687, -0.5212], [-5.2734, 1.5547, 0.7783], [-6.0334, 3.8693, 0.3756], [-5.2639, 5.6853, 1.8630], [-3.7623, 5.1838, 3.7422], [-2.6635, 3.6262, 5.1511], [-3.1162, 1.9190, 5.0270], [-1.7381, 2.5337, 4.1184]],
  "homo_energy_ev": -8.1,
  "gap_ev": 8.09,
  "de_lowest_ev": 5.027,
  "smiles": "Cc1ccccc1C(=O)N1CCN(c2ccc([N+](=O)[O-])c(N3CCOCC3)c2)CC1"
}

=====

No. 3
{
  "formula": "C35H35F10HfN7O3S",
  "method": "ωB97M-V with the def2-TZVPD basis set",
  "species": ["Hf", "C", "N", "C", "C", "N", "C", "C", "F", "C", "F", "C", "F", "C", "F", "C", "F", "C", "C", "N", "C", "C", "F", "C", "F", "C", "F", "C", "F", "C", "F", "H", "H", "H", "H", "H", "H", "H", "H", "H", "H", "H", "N", "C", "C", "C", "C", "N", "C", "N", "N", "C", "O", "O", "H", "H", "H", "H", "H", "H", "H", "H", "H", "H", "H", "H", "H", "H", "O", "S", "C", "C", "C", "C", "C", "C", "C", "C", "C", "C", "C", "C", "H", "H", "H", "H", "H", "H", "H", "H", "H", "H"],
  "xyz": [[-1.2878, -0.3246, 0.8225], [-3.0865, -3.2001, 0.7352], [-3.1670, -1.7967, 1.2006], [-3.3281, -1.8088, 2.6862], [-1.9774, -1.7774, 3.3724], [-1.2770, -0.5732, 2.9045], [-0.6773, 0.3041, 3.7762], [-0.2808, 0.1244, 5.1037], [-0.4503, -1.0532, 5.7145], [0.3273, 1.1412, 5.8257], [0.6805, 0.9183, 7.0804], [0.5949, 2.3743, 5.2557], [1.1934, 3.3288, 5.9527], [0.2462, 2.5847, 3.9345], [0.5101, 3.7342, 3.3243], [-0.3700, 1.5595, 3.2607], [-0.6880, 1.7281, 1.9263], [-4.3569, -1.1677, 0.5606], [-4.2723, 0.3386, 0.6400], [-2.9460, 0.7128, 0.1380], [-2.7507, 2.0549, -0.2517], [-2.2472, 2.3561, -1.5185], [-2.0475, 1.3789, -2.4060], [-1.8874, 3.6353, -1.8727], [-1.3075, 3.8595, -3.0624], [-2.0708, 4.6799, -0.9932], [-1.7134, 5.9108, -1.3361], [-2.6036, 4.4299, 0.2582], [-2.7649, 5.4233, 1.1239], [-2.9190, 3.1347, 0.6162], [-3.3413, 2.8992, 1.8644], [-4.0282, -3.7112, 0.9443], [-2.9032, -3.2263, -0.3361], [-2.2783, -3.7224, 1.2403], [-3.8786, -0.9164, 2.9788], [-3.9148, -2.6831, 2.9822], [-2.1305, -1.7764, 4.4462], [-1.3981, -2.6753, 3.1356], [-4.3501, -1.4662, -0.4872], [-5.2673, -1.5602, 1.0203], [-5.0640, 0.7759, 0.0284], [-4.4354, 0.6874, 1.6604], [1.5331, -0.0761, 1.4489], [2.0909, 0.8493, 0.4342], [3.0907, 1.8219, 1.0670], [3.6488, 3.0443, 0.3159], [4.1380, 2.8878, -1.1274], [3.0347, 3.1535, -2.0510], [3.1231, 3.4093, -3.3408], [2.0069, 3.6410, -4.0424], [4.3074, 3.4121, -3.9603], [0.8842, 1.4487, -0.2874], [0.8034, 2.6134, -0.6292], [-0.0476, 0.5641, -0.5225], [1.5208, 0.3943, 2.3504], [2.1309, -0.8837, 1.5735], [2.5840, 0.2406, -0.3322], [3.9300, 1.2093, 1.4058], [2.6237, 2.2199, 1.9746], [4.4968, 3.3873, 0.9077], [2.9225, 3.8574, 0.3349], [4.5643, 1.8963, -1.3087], [4.9242, 3.6266, -1.2951], [2.1115, 3.1681, -1.6188], [1.1123, 3.6886, -3.5771], [2.0501, 3.9730, -4.9901], [5.1595, 3.3373, -3.4327], [4.3851, 3.6879, -4.9244], [-0.5027, -2.2343, 0.2140], [0.8576, -2.6432, -0.3998], [0.7994, -2.0484, -2.0820], [2.0101, -1.9640, -2.7554], [2.0192, -1.5116, -4.0668], [0.8306, -1.1333, -4.6768], [-0.3715, -1.2071, -3.9861], [-0.3939, -1.6712, -2.6811], [0.7324, -4.3894, -0.6395], [1.7057, -5.1716, -0.0337], [1.6551, -6.5497, -0.1961], [0.6351, -7.1170, -0.9441], [-0.3395, -6.3191, -1.5422], [-0.2920, -4.9458, -1.3986], [2.9331, -2.2671, -2.2697], [2.9529, -1.4619, -4.6125], [0.8388, -0.7812, -5.7013], [-1.2944, -0.9023, -4.4633], [-1.3257, -1.7221, -2.1376], [2.4907, -4.7133, 0.5584], [2.4078, -7.1755, 0.2649], [0.5941, -8.1924, -1.0683], [-1.1280, -6.7735, -2.1279], [-1.0296, -4.3128, -1.8769]],
  "homo_energy_ev": -12.8,
  "gap_ev": 8.04,
  "total_charge": 2
}

=====

No. 4
{
  "formula": "C2H4OS",
  "method": "ωB97M-V with the def2-TZVPD basis set",
  "species": ["C", "C", "O", "S", "H", "H", "H", "H"],
  "xyz": [[1.8763, -0.5310, -0.1810], [0.0533, 0.8299, -0.3896], [-0.7074, 0.2841, 0.3630], [-2.7648, -0.3823, -0.1517], [2.9749, -0.1258, -0.2831], [1.6207, -1.0309, 0.6845], [-0.1434, 1.6224, -1.1082], [-2.9097, -0.6665, 1.0661]],
  "homo_energy_ev": [-8.9, -8.5],
  "gap_ev": [7.58, 7.66],
  "de_lowest_ev": 7.701
}

=====

Please write out number 2 again, unchanged.
{
  "formula": "C22H26N4O4",
  "method": "ωB97M-V with the def2-TZVPD basis set",
  "species": ["C", "C", "C", "C", "C", "C", "C", "C", "O", "N", "C", "H", "H", "C", "N", "C", "C", "C", "N", "C", "H", "C", "O", "C", "C", "H", "H", "H", "H", "H", "H", "H", "C", "C", "C", "H", "H", "N", "O", "O", "H", "C", "H", "H", "C", "H", "H", "H", "H", "H", "H", "H", "H", "H", "H", "H"],
  "xyz": [[-2.7394, 2.7783, 4.4753], [-3.6481, 3.0922, 3.3261], [-4.0856, 4.3879, 3.0868], [-4.9327, 4.6711, 2.0298], [-5.3633, 3.6550, 1.1945], [-4.9351, 2.3582, 1.4171], [-4.0750, 2.0763, 2.4702], [-3.6612, 0.6591, 2.7243], [-4.2403, -0.0658, 3.5098], [-2.5948, 0.2303, 2.0041], [-1.8091, 1.0677, 1.1265], [-1.0937, 1.6693, 1.7051], [-2.4640, 1.7548, 0.5855], [-1.0393, 0.2039, 0.1298], [-0.1308, -0.6773, 0.8290], [1.0141, -1.1515, 0.2563], [1.2468, -1.0294, -1.1139], [2.4129, -1.4930, -1.7309], [2.6330, -1.2921, -3.0639], [3.9022, -0.8350, -3.5856], [4.6715, -0.8557, -2.8163], [3.7529, 0.6181, -4.0675], [2.7150, 0.7728, -5.0067], [1.4822, 0.3529, -4.4714], [1.5711, -1.1112, -4.0251], [0.6236, -1.4628, -3.6202], [1.8222, -1.7199, -4.9024], [0.7444, 0.4765, -5.2658], [1.2088, 0.9927, -3.6162], [4.6656, 0.9462, -4.5664], [3.5625, 1.2658, -3.1955], [4.2104, -1.4818, -4.4128], [3.3541, -2.1738, -0.9176], [3.1495, -2.2387, 0.4648], [2.0197, -1.7422, 1.0514], [1.9112, -1.8017, 2.1206], [3.9067, -2.7275, 1.0589], [4.4258, -2.9379, -1.4371], [5.3167, -3.2705, -0.6686], [4.3952, -3.2796, -2.6109], [0.5098, -0.5432, -1.7299], [-0.5619, -1.1073, 2.1444], [-0.2050, -2.1226, 2.3294], [-0.1594, -0.4484, 2.9267], [-2.0840, -1.1088, 2.2136], [-2.4303, -1.4453, 3.1941], [-2.4893, -1.7923, 1.4574], [-1.7511, -0.3600, -0.4902], [-0.4659, 0.8687, -0.5212], [-5.2734, 1.5547, 0.7783], [-6.0334, 3.8693, 0.3756], [-5.2639, 5.6853, 1.8630], [-3.7623, 5.1838, 3.7422], [-2.6635, 3.6262, 5.1511], [-3.1162, 1.9190, 5.0270], [-1.7381, 2.5337, 4.1184]],
  "homo_energy_ev": -8.1,
  "gap_ev": 8.09,
  "de_lowest_ev": 5.027,
  "smiles": "Cc1ccccc1C(=O)N1CCN(c2ccc([N+](=O)[O-])c(N3CCOCC3)c2)CC1"
}